[1]
C22H54N6O6 | ωB97M-V/def2-TZVPD

Structure (XYZ):
```
88
Properties=species:S:1:pos:R:3:forces:R:3
C 4.307095 2.282348 -0.087313 0.8 0.9 1.9
O 5.420925 2.500128 0.431651 -1.9 -0.5 -1.5
N 4.030432 2.209172 -1.434973 2.7 0.4 -1.5
N 3.158885 2.238779 0.684179 -0.8 -0.3 0.1
H 4.868556 2.264819 -2.057082 -0.9 0.0 1.3
H 3.374407 1.589784 -1.853911 -1.0 -0.3 0.5
H 2.261881 2.140346 0.203832 0.6 0.1 0.3
H 3.131913 2.438577 1.693932 0.5 -0.3 -1.2
C -1.886590 0.406663 -5.063248 -0.9 0.0 -0.4
O -1.532347 1.188903 -4.203182 0.0 0.5 0.7
N -1.010315 -0.393007 -5.711740 0.9 -0.7 -2.4
N -3.183162 0.224483 -5.419517 0.2 -0.5 -0.6
H -0.935969 -0.352410 -6.755655 -0.9 -0.2 1.3
H -0.126682 -0.104567 -5.393834 1.9 0.1 0.6
H -3.783822 0.677578 -4.776263 -1.0 0.1 0.3
H -3.423646 -0.675730 -5.841813 -0.1 0.8 0.5
C -0.973356 1.350883 1.089749 -0.3 -0.7 1.0
C -2.383921 1.713313 0.653894 -0.3 0.8 -1.3
C -3.222046 2.526771 1.699924 1.0 0.7 -1.0
C -2.886588 4.035692 1.744462 1.4 0.8 0.6
C -2.909236 4.677993 0.354916 0.0 -0.2 -0.7
C -2.037076 3.925959 -0.674467 0.8 -0.5 -1.1
N -2.385969 2.505043 -0.647472 -0.2 -1.0 -0.5
O -1.438926 1.866655 -1.573768 -0.9 0.0 0.6
C -2.273125 4.428694 -2.151761 -0.4 1.4 1.4
C -0.529726 4.096689 -0.380822 -0.1 0.2 -0.5
C -3.130158 0.403189 0.376327 1.0 -0.9 1.6
H -1.050973 0.338937 1.516494 0.5 0.2 -0.2
H -0.572870 1.976185 1.870884 0.1 0.4 0.3
H -0.281342 1.361660 0.267329 0.1 -0.2 -0.2
H -4.269829 2.397720 1.463618 -0.3 0.0 -0.1
H -3.022147 2.092910 2.657791 0.0 -0.4 0.7
H -1.865977 4.226527 2.157983 -0.4 -0.6 -0.2
H -3.507267 4.614317 2.467796 0.0 -0.6 -0.6
H -2.558119 5.714191 0.248297 -0.1 -0.1 0.8
H -3.954269 4.694225 0.065926 -0.2 -0.1 -0.6
H -3.285517 4.193103 -2.470324 -0.1 -0.1 -0.1
H -2.186661 5.537217 -2.102068 -0.2 -0.5 -0.1
H -1.550349 4.151810 -2.913367 0.1 -0.6 0.3
H 0.138523 3.689836 -1.174308 -0.7 0.4 0.4
H -0.298287 5.148122 -0.258696 0.2 0.2 0.1
H -0.316020 3.566363 0.522658 0.4 0.0 0.6
H -3.109657 -0.246325 1.299596 -0.4 0.9 -0.5
H -2.684116 -0.276166 -0.333307 0.5 0.3 -0.7
H -4.119599 0.588835 0.078239 -1.4 0.2 -0.3
H -1.869663 1.908394 -2.451634 0.2 -0.3 0.4
C 0.475713 -3.160031 4.711049 0.3 0.0 -1.6
C 0.008013 -3.223161 3.220910 0.8 2.3 0.3
C 0.660228 -2.079958 2.403857 0.3 1.2 -0.3
C 2.211574 -2.212336 2.238127 -0.9 -1.2 0.4
C 2.423267 -3.511723 1.408623 -1.0 0.1 -0.7
C 1.735066 -4.784234 2.015843 0.5 0.8 0.2
N 0.390218 -4.375373 2.471030 -1.3 -2.2 -0.4
O -0.373857 -5.498723 3.000190 1.0 -0.1 -0.3
C 1.586556 -5.900465 0.923279 1.0 1.9 0.2
C 2.668884 -5.313215 3.092535 0.8 0.6 0.3
C -1.519171 -3.042151 3.199578 0.4 1.5 -1.0
H 0.104926 -4.085690 5.150615 0.4 0.1 0.5
H 0.028432 -2.286420 5.192788 0.1 -0.2 0.0
H 1.573457 -3.042984 4.662664 -0.5 -0.4 0.8
H 0.244906 -1.997167 1.352698 0.1 -0.3 1.2
H 0.365789 -1.157129 2.931244 0.4 0.0 -0.3
H 2.673219 -2.361204 3.227920 0.0 0.2 -0.3
H 2.685787 -1.321226 1.797476 -0.3 -0.4 -0.1
H 3.481929 -3.715245 1.211676 -0.2 -0.1 0.1
H 1.893903 -3.397960 0.434151 0.6 0.3 0.4
H 1.021341 -5.447972 0.135101 -0.7 0.0 -0.5
H 2.563343 -6.164819 0.466533 -0.4 0.0 0.6
H 1.081191 -6.734888 1.340601 -0.4 -0.9 0.1
H 3.495647 -5.747582 2.539222 0.2 -0.3 0.2
H 3.117290 -4.559566 3.762061 -0.4 0.0 -0.4
H 2.262016 -6.057949 3.744414 -0.4 -0.7 0.3
H -1.771248 -3.122452 2.159178 -0.6 -0.4 -0.6
H -1.977694 -2.061271 3.520225 1.2 -0.7 0.0
H -1.981155 -3.793320 3.758752 -0.8 -1.3 0.7
H 0.245607 -6.025117 3.536356 -0.2 0.2 0.0
C 2.243292 1.903206 -4.955608 -0.1 0.1 -0.2
O 1.802064 0.604424 -4.603766 0.4 -0.3 -1.4
H 2.553371 1.758089 -5.990857 0.2 0.5 0.0
H 1.473005 2.689288 -4.911514 -0.1 -0.4 0.0
H 3.089157 2.279924 -4.364547 0.0 -0.4 0.0
H 1.418201 0.550584 -3.748794 -0.4 0.6 1.5
C 1.093690 -0.248497 -1.392133 -2.2 -1.8 -0.9
O 1.349787 1.055296 -1.797199 -0.4 2.0 0.5
H 1.421427 -0.585441 -0.399870 0.6 0.5 -0.2
H -0.019976 -0.466231 -1.389490 1.0 0.3 -0.1
H 1.496572 -0.856758 -2.223791 0.1 -0.3 0.9
H 0.566937 1.652837 -1.650077 0.5 -0.9 -0.2
```
Positions in Å, forces in eV/Å.

Calculated values
LUMO level in eV: 0.526
Relative energy (zero: lowest compared OMol25 entry of this formula, charge and spin) in kcal/mol: 8.7
HOMO in hartree: -0.30786
Kohn-Sham gap in eV: 8.9

Charges obtained by Löwdin population analysis, quoted in units of e:
1 C -0.644
2 O -0.009
3 N 0.137
4 N 0.135
5 H 0.123
6 H 0.046
7 H 0.068
8 H 0.115
9 C -0.679
10 O 0.042
11 N 0.155
12 N 0.162
13 H 0.138
14 H 0.044
15 H 0.094
16 H 0.117
17 C -0.032
18 C -0.462
19 C -0.104
20 C -0.172
21 C -0.137
22 C -0.503
23 N -0.041
24 O -0.106
25 C -0.021
26 C -0.024
27 C -0.039
28 H 0.073
29 H 0.080
30 H 0.043
31 H 0.111
32 H 0.110
33 H 0.112
34 H 0.118
35 H 0.120
36 H 0.114
37 H 0.081
38 H 0.089
39 H 0.072
40 H 0.088
41 H 0.088
42 H 0.044
43 H 0.099
44 H 0.074
45 H 0.061
46 H 0.064
47 C -0.008
48 C -0.546
49 C -0.144
50 C -0.153
51 C -0.126
52 C -0.495
53 N -0.077
54 O -0.030
55 C -0.015
56 C -0.042
57 C -0.035
58 H 0.080
59 H 0.084
60 H 0.063
61 H 0.121
62 H 0.110
63 H 0.089
64 H 0.104
65 H 0.120
66 H 0.115
67 H 0.072
68 H 0.097
69 H 0.064
70 H 0.083
71 H 0.085
72 H 0.068
73 H 0.076
74 H 0.103
75 H 0.053
76 H 0.081
77 C -0.141
78 O -0.131
79 H 0.080
80 H 0.083
81 H 0.067
82 H 0.004
83 C -0.157
84 O -0.178
85 H 0.067
86 H 0.102
87 H 0.092
88 H 0.074

---

[2]
C22H54N6O8P2 | ωB97M-V/def2-TZVPD

Structure (XYZ):
```
92
Properties=species:S:1:pos:R:3:forces:R:3
C -1.172797 1.938762 1.811686 -0.4 0.8 0.3
C -1.630057 0.436135 2.296564 1.1 0.5 0.3
O -3.090000 0.272201 2.223670 1.4 -0.7 -2.1
C -3.537989 -0.198260 0.903902 -1.6 -0.6 -0.7
C -4.350836 1.023786 0.107065 1.0 0.6 2.5
O -4.454399 0.802825 -1.344987 0.1 4.0 -0.4
C -4.657184 2.104539 -2.061155 -5.7 1.2 -2.7
O -5.848418 2.342612 -2.650275 8.4 -1.6 4.2
O -3.565811 3.122687 -2.180108 -1.8 -3.6 0.1
C -2.448222 2.439595 -2.851381 1.1 -1.1 -1.3
C -1.272303 3.436508 -3.421588 0.2 0.3 0.9
C 0.075715 2.537800 -3.836607 0.2 -0.1 1.3
C -0.305982 1.002940 -4.266310 -0.6 0.0 0.5
O 0.736663 0.323938 -5.088707 -2.2 -2.9 0.6
C 0.230456 -1.086634 -5.151205 -4.6 -0.7 -4.3
O -0.754862 -1.471530 -6.009813 7.0 2.8 5.9
H -1.033996 2.023325 0.636784 -0.1 -0.3 2.5
H -2.022010 2.728899 2.092369 1.7 -1.9 -0.5
H -0.194426 2.321563 2.374898 -2.1 -1.0 -1.5
H -1.039173 -0.359096 1.645669 -1.4 1.5 1.3
H -1.331577 0.232860 3.433338 -0.7 0.6 -2.5
H -2.696512 -0.673930 0.235932 -1.5 1.1 1.4
H -4.362994 -1.034636 1.115172 1.9 1.7 -0.5
H -5.405137 1.099103 0.631989 1.9 -0.1 -1.4
H -3.745913 2.012925 0.386859 -1.3 -2.0 -0.9
H -2.912841 1.876932 -3.785797 1.0 1.0 2.0
H -1.975174 1.650370 -2.110802 -0.9 1.6 -1.5
H -1.623265 4.139455 -4.293370 0.5 -1.7 1.6
H -0.944432 4.151003 -2.530842 -0.7 -1.5 -1.9
H 0.696605 2.457042 -2.820932 -1.2 0.1 -2.3
H 0.766384 3.111104 -4.587579 -1.6 -1.3 1.2
H -1.306813 0.910536 -4.899090 2.1 0.4 1.6
H -0.353128 0.374807 -3.254097 -0.4 1.3 -2.1
H 0.698067 -1.835759 -4.371901 -0.8 1.6 -1.6
O 2.635788 3.920809 2.563164 -2.8 3.4 1.7
P 3.210440 4.220809 3.969225 6.1 -6.4 -3.0
N 4.752972 4.680326 3.326425 0.9 1.4 -0.6
C 6.066571 4.499772 3.947637 0.0 -0.1 0.2
C 4.752632 5.999399 2.682292 -0.3 -0.2 -0.6
N 3.263709 2.514124 4.333289 -0.7 -1.4 0.4
C 4.496759 1.735834 4.374422 0.1 0.3 0.7
C 2.264417 1.670365 3.645254 -0.3 0.5 0.0
N 3.871088 4.565701 5.585701 -3.4 1.2 1.2
C 3.446597 3.728718 6.729393 0.0 -0.7 0.3
C 3.429359 5.930220 5.966436 0.5 0.7 0.0
H 6.202104 5.106212 4.843093 0.1 0.1 0.2
H 6.867973 4.770005 3.247847 -0.4 0.1 -0.1
H 6.280661 3.464811 4.198012 -0.3 0.1 0.1
H 4.794314 6.805498 3.417692 0.1 0.3 0.1
H 3.858666 6.144185 2.068882 0.0 -0.1 0.1
H 5.613860 6.117054 2.014943 -0.1 -0.1 0.1
H 4.988906 1.690865 3.398301 0.1 0.0 -0.1
H 4.300102 0.706947 4.699976 -0.3 0.1 -0.2
H 5.190980 2.115300 5.125540 0.1 0.2 -0.2
H 2.545737 1.453007 2.606863 -0.1 0.1 0.0
H 1.278912 2.152475 3.638599 0.4 -0.1 0.0
H 2.128472 0.711059 4.158651 0.3 0.2 0.2
H 2.356867 3.625010 6.770960 0.1 -0.1 0.1
H 3.786816 4.162327 7.678497 -0.1 0.4 -0.3
H 3.892610 2.732532 6.720126 -0.2 0.2 -0.4
H 2.342558 5.970699 6.075918 0.0 0.1 0.2
H 3.707411 6.671852 5.216328 0.0 -0.1 -0.2
H 3.891840 6.250046 6.906917 -0.1 -0.2 -0.2
O -1.359597 -3.278318 -1.908060 -1.3 -0.9 4.5
P -1.809144 -4.756723 -2.005313 2.9 1.4 -8.9
N -0.232876 -5.285298 -2.494946 1.6 -0.5 0.6
C 0.095674 -6.390603 -3.397385 -0.2 -0.2 -0.1
C 0.745635 -5.309726 -1.400972 0.1 0.7 0.0
N -2.731300 -4.402256 -3.444803 -1.2 0.6 -0.5
C -2.318344 -4.800065 -4.786092 -0.2 -0.8 0.1
C -3.248848 -3.023101 -3.563031 0.0 0.1 0.6
N -2.325966 -6.456368 -2.117120 -2.4 0.5 2.9
C -3.697760 -6.761716 -2.579408 -0.5 0.0 -0.5
C -2.281851 -7.027137 -0.748080 0.6 -0.6 0.3
H -0.159973 -7.367270 -2.986594 0.0 -0.2 0.1
H 1.170251 -6.403426 -3.621208 -0.1 0.3 0.4
H -0.370255 -6.296013 -4.373924 -0.2 0.0 0.2
H 0.621308 -6.192582 -0.770534 0.2 -0.2 0.1
H 0.657566 -4.423196 -0.766371 -0.1 -0.1 -0.1
H 1.772040 -5.320523 -1.784753 -0.2 0.0 -0.1
H -1.384536 -4.317824 -5.090209 0.1 0.0 -0.1
H -3.086659 -4.542212 -5.525331 0.0 0.2 0.3
H -2.226296 -5.883246 -4.877541 0.2 0.0 0.1
H -2.476815 -2.314110 -3.888512 -0.1 0.0 0.0
H -3.654814 -2.671017 -2.606516 0.2 -0.1 -0.2
H -4.074851 -2.965415 -4.281862 0.2 -0.4 0.0
H -4.445476 -6.164326 -2.046452 0.0 -0.2 -0.1
H -3.934142 -7.822703 -2.427776 0.4 0.1 0.4
H -3.831343 -6.612912 -3.652447 0.2 0.3 0.3
H -3.012446 -6.537581 -0.098980 -0.1 -0.2 0.1
H -1.301757 -6.900718 -0.286097 0.1 0.1 -0.1
H -2.484183 -8.103990 -0.759413 0.0 0.2 -0.1
```
Positions in Å, forces in eV/Å.

Calculated values
LUMO level in eV: -1.249
HOMO in hartree: -0.29825
Kohn-Sham gap in eV: 6.9

Charges obtained by Löwdin population analysis, quoted in units of e:
1 C -0.094
2 C -0.245
3 O -0.222
4 C -0.161
5 C -0.138
6 O -0.082
7 C -0.250
8 O 0.030
9 O -0.074
10 C -0.201
11 C -0.147
12 C -0.149
13 C -0.209
14 O -0.155
15 C -0.116
16 O -0.056
17 H 0.079
18 H 0.093
19 H 0.060
20 H 0.126
21 H 0.135
22 H 0.135
23 H 0.140
24 H 0.147
25 H 0.136
26 H 0.145
27 H 0.137
28 H 0.122
29 H 0.124
30 H 0.124
31 H 0.122
32 H 0.140
33 H 0.139
34 H 0.170
35 O -0.314
36 P 0.783
37 N -0.308
38 C -0.136
39 C -0.152
40 N -0.335
41 C -0.152
42 C -0.158
43 N -0.275
44 C -0.128
45 C -0.146
46 H 0.073
47 H 0.084
48 H 0.047
49 H 0.057
50 H 0.073
51 H 0.080
52 H 0.090
53 H 0.082
54 H 0.057
55 H 0.084
56 H 0.039
57 H 0.080
58 H 0.090
59 H 0.085
60 H 0.066
61 H 0.080
62 H 0.063
63 H 0.086
64 O -0.332
65 P 0.781
66 N -0.309
67 C -0.135
68 C -0.155
69 N -0.333
70 C -0.146
71 C -0.145
72 N -0.273
73 C -0.127
74 C -0.147
75 H 0.074
76 H 0.083
77 H 0.048
78 H 0.058
79 H 0.070
80 H 0.079
81 H 0.082
82 H 0.087
83 H 0.056
84 H 0.062
85 H 0.068
86 H 0.082
87 H 0.090
88 H 0.085
89 H 0.067
90 H 0.080
91 H 0.062
92 H 0.086